Formula: C6H12O
Source: OMol25
Level of theory: wB97M-V/def2-TZVPD

Properties
HOMO   -9.22 eV
HOMO-LUMO gap   0.3793 hartree
ΔE to the lowest compared entry with this formula, charge and spin   290.4 kJ/mol
Largest force on an atom   0.29 eV/Å
Multiplicity   1

Positions of all 19 atoms, in Å:
C1 -0.403 -2.266 1.359
H1 0.616 -2.633 1.342
H2 -0.224 2.461 -1.338
H3 -0.186 -0.474 3.328
C2 0.034 0.324 -1.027
C3 -0.647 -1.022 0.994
H4 1.981 1.254 -0.726
H5 -1.696 1.501 -1.598
O1 -1.684 -0.181 0.782
C4 -0.609 1.513 -1.731
H6 -0.384 0.185 3.613
H7 0.036 1.060 1.082
H8 1.998 -0.515 -0.592
C5 1.560 0.329 -1.139
C6 -0.321 0.254 0.437
H9 -0.348 -0.602 -1.477
H10 -1.202 -2.923 1.680
H11 1.873 0.254 -2.185
H12 -0.395 1.481 -2.805

These are the natural (NBO) partial charges, in e, on atoms 1 to 6: -0.54, 0.22, 0.20, 0.01, -0.25, 0.31


Formula: C6H12O
Source: OMol25
Level of theory: wB97M-V/def2-TZVPD

Properties
HOMO   -8.99 eV
HOMO-LUMO gap   0.3594 hartree
ΔE to the lowest compared entry with this formula, charge and spin   205.1 kJ/mol
Largest force on an atom   1.86 eV/Å
Multiplicity   1

Positions of all 19 atoms, in Å:
H1 1.383 3.709 -3.022
C1 0.050 -0.275 0.582
H2 -0.258 0.238 -0.321
H3 -0.409 2.257 0.993
O1 0.896 3.139 -2.426
C2 0.216 -2.637 -0.408
H4 -0.728 -3.001 -2.301
C3 -0.893 1.682 1.794
H5 -0.255 -1.298 -1.877
C4 -0.381 -2.323 -1.533
H6 -0.313 -0.267 2.657
H7 1.759 -1.464 0.307
H8 0.379 -3.633 -0.010
C5 -0.347 0.287 1.719
H9 -0.041 3.127 -2.655
H10 0.723 -2.000 1.626
H11 -1.955 1.828 1.614
H12 -0.536 2.254 2.655
C6 0.711 -1.621 0.605

These are the natural (NBO) partial charges, in e, on atoms 1 to 6: 0.47, -0.18, 0.20, 0.21, -0.95, -0.15


Formula: C6H12O
Source: OMol25
Level of theory: wB97M-V/def2-TZVPD

Properties
HOMO   -9.75 eV
HOMO-LUMO gap   0.4019 hartree
ΔE to the lowest compared entry with this formula, charge and spin   143.9 kJ/mol
Largest force on an atom   0.32 eV/Å
Multiplicity   1

Positions of all 19 atoms, in Å:
C1 2.078 -1.885 -0.636
C2 -0.972 1.755 0.369
H1 -2.346 3.150 1.238
H2 2.687 -1.116 -1.104
H3 0.507 -1.955 0.933
H4 -2.381 1.532 1.972
C3 0.746 -2.190 -1.259
H5 0.879 0.489 -0.909
H6 -0.158 2.229 0.944
O1 -0.773 0.360 0.334
H7 2.650 -2.693 -0.190
H8 -3.145 1.808 0.391
H9 1.217 0.509 0.834
C4 -2.297 2.077 1.027
C5 0.813 -1.429 0.032
H10 0.394 -3.217 -1.227
H11 0.459 -1.648 -2.157
H12 -0.933 2.170 -0.652
C6 0.575 0.053 0.060

These are the natural (NBO) partial charges, in e, on atoms 1 to 6: -0.42, -0.06, 0.21, 0.21, 0.22, 0.21


Formula: C6H12O
Source: OMol25
Level of theory: wB97M-V/def2-TZVPD

Properties
HOMO   -9.60 eV
HOMO-LUMO gap   0.3880 hartree
ΔE to the lowest compared entry with this formula, charge and spin   128.1 kJ/mol
Largest force on an atom   0.30 eV/Å
Multiplicity   1

Positions of all 19 atoms, in Å:
H1 -0.786 2.338 0.190
H2 -0.818 -0.907 -1.421
C1 -1.694 0.689 -0.238
H3 0.758 -1.497 0.679
C2 -1.925 -0.617 0.440
H4 -2.325 0.933 -1.095
C3 -0.710 -0.444 -0.439
H5 1.690 0.182 -1.703
C4 1.189 0.566 1.015
H6 2.721 -0.865 -0.712
H7 0.497 0.757 1.839
O1 -1.443 1.771 0.610
H8 1.435 -1.573 -1.705
H9 1.308 1.501 0.452
C5 1.697 -0.716 -1.073
H10 -2.738 -1.261 0.117
H11 -1.748 -0.605 1.513
C6 0.719 -0.566 0.096
H12 2.171 0.315 1.434

These are the natural (NBO) partial charges, in e, on atoms 1 to 6: 0.47, 0.21, 0.08, 0.20, -0.44, 0.17


Formula: C6H12O
Source: OMol25
Level of theory: wB97M-V/def2-TZVPD

Properties
HOMO   -8.57 eV
HOMO-LUMO gap   0.3550 hartree
ΔE to the lowest compared entry with this formula, charge and spin   124.6 kJ/mol
Largest force on an atom   0.32 eV/Å
Multiplicity   1

Positions of all 19 atoms, in Å:
C1 -0.238 0.927 -0.532
H1 -3.305 -0.029 0.779
H2 -1.637 -1.935 -0.949
C2 -1.936 -0.928 -0.623
H3 -3.882 -1.578 0.112
H4 -2.599 -1.549 1.340
H5 3.489 1.740 -0.470
H6 4.064 0.325 0.457
H7 1.984 -0.293 -0.817
H8 -0.776 1.603 -1.197
H9 -0.163 -0.770 0.655
H10 1.668 -0.263 0.918
C3 1.948 0.367 0.064
C4 3.256 1.054 0.347
H11 -2.317 -0.416 -1.514
O1 0.992 1.395 -0.186
H12 3.164 1.626 1.275
C5 -0.712 -0.244 -0.120
C6 -3.002 -1.032 0.461

These are the natural (NBO) partial charges, in e, on atoms 1 to 6: 0.14, 0.21, 0.20, -0.42, 0.21, 0.20


Formula: C6H12O
Source: OMol25
Level of theory: wB97M-V/def2-TZVPD

Properties
HOMO   -8.55 eV
HOMO-LUMO gap   0.3417 hartree
ΔE to the lowest compared entry with this formula, charge and spin   282.5 kJ/mol
Largest force on an atom   3.14 eV/Å
Multiplicity   1

Positions of all 19 atoms, in Å:
H1 1.951 0.638 -3.803
H2 1.919 1.386 -2.134
C1 0.972 -0.477 -2.371
H3 -1.493 1.925 1.801
H4 -2.825 1.805 0.533
C2 -2.077 1.238 1.172
C3 1.486 0.655 -2.838
H5 -2.808 0.747 1.859
O1 0.968 -1.032 3.171
H6 -1.887 -0.869 0.819
C4 -1.213 0.003 0.826
C5 0.461 -0.567 -0.970
H7 0.857 -1.361 -2.993
H8 -0.365 -0.449 1.369
H9 0.525 -1.578 -0.536
C6 -0.493 0.233 -0.512
H10 -0.867 1.087 -1.101
H11 1.289 -0.114 3.208
H12 0.880 -1.326 4.095

These are the natural (NBO) partial charges, in e, on atoms 1 to 6: 0.19, 0.20, -0.18, 0.21, 0.23, -0.64